Entry from OMol25: 2 unconnected molecules or ions with the total composition CH4O2P at a distorted geometry (the ωB97M-V functional and the def2-TZVPD basis).

Values from the calculation:
Relative energy (zero: lowest compared OMol25 entry of this formula, charge and spin) in kcal per mole: 73.12
HOMO (alpha / beta) in eV: -3.270 / -3.266
LUMO level (alpha / beta) in eV: 4.18 / 4.18

Geometry as ORCA input:
```
! RIJCOSX wB97M-V def2-TZVPD def2/J DEFGRID3
* xyz -1 1
C -1.11 0.03 0.08
O 2.15 -1.47 0.00
O 0.75 1.78 -0.57
P 0.52 0.90 0.58
H -1.93 0.78 0.21
H -1.23 -0.73 0.91
H -1.21 -0.68 -0.76
H 2.06 -0.60 -0.44
*
```

Entry from OMol25: C10H17F2N3 in the gas phase at a distorted geometry (the ωB97M-V functional and the def2-TZVPD basis).

Values from the calculation:
Relative energy (zero: lowest compared OMol25 entry of this formula, charge and spin) in kcal per mole: 0.00
HOMO in eV: -8.832
LUMO level in eV: 0.70
Structure (SMILES): CN(C)C1(N(C)C)C(F)(F)C[C@]1(C)C#N

Geometry as ORCA input:
```
! RIJCOSX wB97M-V def2-TZVPD def2/J DEFGRID3
* xyz 0 1
C 2.13 -0.81 -0.33
N 1.23 0.31 -0.56
C 1.94 1.57 -0.62
C -0.05 0.20 0.06
N 0.08 -0.74 1.33
C -1.05 -1.55 1.73
C 0.53 0.10 2.43
C -0.88 1.50 0.15
F -1.88 1.40 1.07
F -0.30 2.70 0.43
C -1.42 1.26 -1.25
C -1.10 -0.25 -1.05
C -0.56 -1.03 -2.24
C -2.33 -0.88 -0.63
N -3.36 -1.34 -0.45
H 1.56 -1.73 -0.31
H 2.85 -0.84 -1.15
H 2.68 -0.72 0.62
H 2.82 1.41 -1.24
H 1.33 2.33 -1.11
H 2.26 1.96 0.35
H -0.71 -2.12 2.60
H -1.93 -0.97 2.02
H -1.30 -2.25 0.95
H 0.89 -0.55 3.23
H 1.35 0.73 2.11
H -0.26 0.74 2.84
H -0.79 1.70 -2.02
H -2.46 1.52 -1.41
H 0.36 -0.57 -2.60
H -1.29 -1.05 -3.04
H -0.34 -2.05 -1.94
*
```

Entry from OMol25: a molecular structure, C2H12O6 at a distorted geometry (the ωB97M-V functional and the def2-TZVPD basis).

Values from the calculation:
Relative energy (zero: lowest compared OMol25 entry of this formula, charge and spin) in kcal per mole: 22.43
HOMO in eV: -10.401
LUMO level in eV: 0.06

Geometry as ORCA input:
```
! RIJCOSX wB97M-V def2-TZVPD def2/J DEFGRID3
* xyz 0 1
H 0.27 -1.60 -0.53
O 1.15 -2.13 -1.31
O -0.50 -0.86 -0.05
H 1.20 -1.33 -1.86
H 2.00 -2.04 -0.79
C -0.39 0.34 0.46
O 0.66 0.88 0.81
C -1.69 1.07 0.54
H -2.41 0.81 -0.22
H -2.16 0.80 1.49
H -1.51 2.12 0.73
O 2.94 -0.73 -0.21
H 3.88 -0.83 -0.33
H 2.73 0.01 0.37
O -2.84 -1.77 1.17
H -1.92 -1.60 0.89
H -2.89 -2.71 1.15
O 0.28 3.48 -0.67
H 0.41 2.68 -0.16
H 0.79 3.42 -1.49
*
```

Entry from OMol25: 5 unconnected molecules or ions with the total composition C12H28ClN4O4 at a distorted geometry (the ωB97M-V functional and the def2-TZVPD basis).

Values from the calculation:
Relative energy (zero: lowest compared OMol25 entry of this formula, charge and spin) in kcal per mole: 43.32
HOMO in eV: -5.420
LUMO level in eV: 2.41

Geometry as ORCA input:
```
! RIJCOSX wB97M-V def2-TZVPD def2/J DEFGRID3
* xyz -1 1
Cl 21.24 -17.49 -2.44
C 20.46 -10.37 -4.28
C 21.14 -11.72 -4.48
O 21.13 -12.23 -5.60
N 21.55 -12.30 -3.35
C 22.43 -13.46 -3.22
H 21.13 -9.66 -4.76
H 20.28 -10.03 -3.26
H 19.49 -10.35 -4.79
H 21.23 -11.95 -2.45
H 21.94 -14.41 -3.06
H 23.08 -13.21 -2.38
H 23.04 -13.45 -4.13
C 24.03 -16.93 -5.04
C 23.21 -17.91 -5.82
O 23.07 -17.81 -7.05
N 22.63 -18.90 -5.14
C 21.76 -19.91 -5.67
H 23.36 -16.07 -4.99
H 24.94 -16.71 -5.58
H 24.07 -17.25 -4.00
H 22.58 -18.70 -4.14
H 22.35 -20.80 -5.91
H 21.35 -19.67 -6.66
H 20.94 -20.13 -5.00
C 22.31 -11.74 1.23
C 21.45 -12.55 0.29
O 20.83 -11.97 -0.59
N 21.37 -13.87 0.54
C 20.38 -14.76 -0.03
H 23.35 -11.82 0.89
H 22.36 -12.18 2.23
H 21.97 -10.71 1.21
H 21.77 -14.09 1.44
H 20.68 -15.39 -0.88
H 19.52 -14.25 -0.47
H 20.11 -15.51 0.71
C 19.58 -15.96 -5.92
C 18.38 -15.90 -4.99
O 17.22 -15.92 -5.41
N 18.68 -15.78 -3.67
C 17.77 -15.50 -2.60
H 20.40 -15.37 -5.52
H 19.32 -15.54 -6.89
H 19.89 -17.01 -6.00
H 19.68 -15.84 -3.54
H 17.75 -14.44 -2.33
H 18.19 -16.06 -1.76
H 16.78 -15.92 -2.77
*
```

Entry from OMol25: 2 unconnected molecules or ions with the total composition C11H15N at a distorted geometry (the ωB97M-V functional and the def2-TZVPD basis).

Values from the calculation:
Relative energy (zero: lowest compared OMol25 entry of this formula, charge and spin) in kcal per mole: 26.33
HOMO in eV: -7.820
LUMO level in eV: 0.93
Structure (SMILES): Cc1c[nH]c2ccccc12.CC

Geometry as ORCA input:
```
! RIJCOSX wB97M-V def2-TZVPD def2/J DEFGRID3
* xyz 0 1
C 1.91 -2.74 -1.00
C 1.55 -1.32 -0.76
C 2.10 -0.39 0.08
N 1.42 0.81 -0.07
C 0.27 0.57 -0.83
C -0.73 1.51 -1.02
C -1.75 0.94 -1.80
C -1.83 -0.40 -2.18
C -0.82 -1.32 -1.84
C 0.31 -0.80 -1.21
H 0.98 -3.33 -0.83
H 2.65 -3.29 -0.42
H 2.21 -3.11 -2.00
H 3.08 -0.48 0.54
H 1.39 1.37 0.77
H -0.62 2.56 -0.81
H -2.55 1.53 -2.25
H -2.64 -0.69 -2.83
H -0.91 -2.34 -2.17
C -1.46 1.15 2.35
C -0.08 1.62 2.74
H -2.14 1.92 2.00
H -1.46 0.29 1.68
H -1.96 0.70 3.22
H 0.15 1.88 3.79
H 0.27 2.54 2.26
H 0.66 0.83 2.60
*
```

Entry from OMol25: C2HCl2F4NS in the gas phase at a distorted geometry (the ωB97M-V functional and the def2-TZVPD basis).

Values from the calculation:
Relative energy (zero: lowest compared OMol25 entry of this formula, charge and spin) in kcal per mole: 13.76
HOMO in eV: -9.999
LUMO level in eV: 0.44
Structure (SMILES): FC(F)(F)N(S)C(F)(Cl)Cl

Geometry as ORCA input:
```
! RIJCOSX wB97M-V def2-TZVPD def2/J DEFGRID3
* xyz 0 1
F -2.01 -0.17 -0.58
C -1.07 0.53 0.07
F -1.70 1.08 1.09
F -0.83 1.52 -0.79
N 0.10 -0.09 0.52
S -0.09 -1.49 1.44
C 1.27 -0.11 -0.74
F 1.61 1.19 -0.90
Cl 0.39 -0.74 -2.20
Cl 2.48 -1.09 -0.31
H -0.16 -0.63 2.41
*
```

Entry from OMol25: 9 unconnected molecules or ions with the total composition C48H42N2O30 at a distorted geometry (the ωB97M-V functional and the def2-TZVPD basis).

Values from the calculation:
Relative energy (zero: lowest compared OMol25 entry of this formula, charge and spin) in kcal per mole: 24.99
HOMO in eV: -9.020
LUMO level in eV: -2.20
Structure (SMILES): O=C1C=C(O)C(=O)C=C1O.O=C1C=C(O)C(=O)C=C1O.O=C1C=C(O)C(=O)C=C1O.O=C1C=C(O)C(=O)C=C1O.O=C1C=C(O)C(=O)C=C1O.O=C1C=C(O)C(=O)C=C1O.O=C1C=C(O)C(=O)C=C1O.CN(C)C=O.CN(C)C=O

Geometry as ORCA input:
```
! RIJCOSX wB97M-V def2-TZVPD def2/J DEFGRID3
* xyz 0 1
O 2.76 -2.70 -0.23
C 3.12 -3.06 0.86
C 2.31 -4.00 1.59
C 2.66 -4.57 2.79
O 1.75 -5.29 3.46
C 4.00 -4.32 3.43
O 4.44 -4.76 4.49
C 4.88 -3.49 2.64
C 4.53 -2.89 1.44
O 5.23 -1.84 0.91
H 1.36 -4.28 1.16
H 2.12 -5.49 4.32
H 5.83 -3.23 3.07
H 6.13 -1.85 1.24
O 1.54 8.13 1.19
C 1.22 7.09 1.66
C 2.03 6.23 2.30
C 1.68 5.08 2.95
O 2.60 4.22 3.44
C 0.24 4.67 3.07
O -0.14 3.74 3.71
C -0.67 5.54 2.33
C -0.25 6.66 1.68
O -1.23 7.49 1.29
H 3.07 6.51 2.38
H 2.05 3.49 3.75
H -1.73 5.37 2.41
H -0.80 8.34 1.13
O 5.28 8.24 -0.98
C 4.42 7.39 -1.18
C 4.32 6.26 -0.27
C 3.23 5.40 -0.35
O 3.23 4.27 0.46
C 2.07 5.40 -1.33
O 1.05 4.69 -1.31
C 2.43 6.44 -2.38
C 3.51 7.30 -2.31
O 3.79 8.19 -3.33
H 5.20 6.27 0.36
H 2.53 3.64 0.27
H 1.74 6.50 -3.21
H 4.47 8.77 -2.97
O -1.28 -2.25 -3.96
C -1.57 -1.91 -5.10
C -2.91 -2.14 -5.62
C -3.37 -1.67 -6.80
O -4.59 -2.12 -7.33
C -2.60 -0.79 -7.64
O -2.99 -0.13 -8.62
C -1.21 -0.59 -7.20
C -0.70 -1.01 -6.03
O 0.56 -0.73 -5.57
H -3.57 -2.81 -5.10
H -5.15 -2.41 -6.61
H -0.55 0.06 -7.75
H 1.06 -0.17 -6.17
O -2.28 -3.77 6.09
C -1.41 -2.86 6.17
C 0.02 -3.12 6.01
C 0.86 -2.09 5.77
O 2.14 -2.25 5.51
C 0.46 -0.65 5.77
O 1.16 0.32 5.57
C -0.96 -0.44 6.07
C -1.79 -1.44 6.23
O -3.08 -1.19 6.44
H 0.47 -4.10 6.05
H 2.55 -1.46 5.15
H -1.28 0.58 6.17
H -3.15 -0.24 6.57
O -3.27 -1.58 -1.87
C -3.93 -2.57 -1.38
C -5.16 -2.45 -0.59
C -5.99 -3.50 -0.22
O -7.14 -3.33 0.39
C -5.66 -4.93 -0.54
O -6.38 -5.90 -0.12
C -4.33 -5.07 -1.08
C -3.55 -4.00 -1.44
O -2.34 -4.16 -2.03
H -5.51 -1.46 -0.33
H -7.19 -3.99 1.08
H -4.02 -6.09 -1.28
H -2.13 -3.41 -2.59
O 0.86 2.65 0.99
C 0.45 1.51 0.83
C 0.13 0.62 2.01
C -0.34 -0.61 1.95
O -0.68 -1.38 3.07
C -0.51 -1.32 0.64
O -0.93 -2.51 0.59
C -0.32 -0.49 -0.59
C 0.05 0.80 -0.46
O 0.11 1.61 -1.58
H 0.43 1.06 2.95
H -1.00 -2.24 2.78
H -0.54 -0.84 -1.59
H 0.01 2.53 -1.30
C 0.29 4.73 -6.57
N 1.31 4.24 -5.66
C 0.89 3.21 -4.71
C 2.43 4.92 -5.54
O 3.32 4.76 -4.64
H -0.13 5.70 -6.29
H -0.53 4.03 -6.74
H 0.78 5.01 -7.50
H 1.34 3.28 -3.72
H -0.20 3.25 -4.64
H 1.31 2.26 -5.04
H 2.59 5.71 -6.28
C -1.60 -7.35 1.30
N -1.47 -6.30 2.42
C -0.78 -6.73 3.64
C -2.13 -5.13 2.24
O -2.08 -4.30 3.08
H -2.51 -7.94 1.45
H -0.79 -8.07 1.26
H -1.57 -6.83 0.34
H -0.47 -5.89 4.26
H -1.39 -7.32 4.32
H 0.09 -7.36 3.42
H -2.65 -5.02 1.28
*
```

Entry from OMol25: a molecular structure, C3H4FeO3 at a distorted geometry (the ωB97M-V functional and the def2-TZVPD basis).

Values from the calculation:
Relative energy (zero: lowest compared OMol25 entry of this formula, charge and spin) in kcal per mole: 76.78
HOMO (alpha / beta) in eV: -11.786 / -14.616
LUMO level (alpha / beta) in eV: -5.80 / -6.07
<S²>: 8.764

Geometry as ORCA input:
```
! RIJCOSX wB97M-V def2-TZVPD def2/J DEFGRID3
* xyz 1 6
O -1.83 -0.25 0.40
C -1.79 0.68 -0.62
C -0.41 0.91 -1.14
O 0.58 0.61 -0.28
Fe -0.20 -0.65 1.14
H -2.19 1.67 -0.29
H -2.41 0.39 -1.49
H -0.12 1.53 -2.00
C 2.09 0.36 -0.61
O 2.38 -0.55 0.27
H 3.26 -0.40 0.67
*
```

Entry from OMol25: 2 unconnected molecules or ions with the total composition C3H9NOS at a distorted geometry (the ωB97M-V functional and the def2-TZVPD basis).

Values from the calculation:
Relative energy (zero: lowest compared OMol25 entry of this formula, charge and spin) in kcal per mole: 103.76
HOMO in eV: -9.521
LUMO level in eV: -3.08

Geometry as ORCA input:
```
! RIJCOSX wB97M-V def2-TZVPD def2/J DEFGRID3
* xyz 0 1
C -0.82 -0.60 1.08
O -1.68 -1.53 0.45
C 0.20 -0.16 0.02
C -0.44 0.70 -1.12
S 3.09 0.39 -1.59
N 1.37 0.40 0.63
H -0.19 -1.14 1.80
H -1.37 0.24 1.50
H -2.52 -1.58 0.91
H 0.40 -1.06 -0.57
H -1.04 1.52 -0.72
H 0.41 1.16 -1.63
H -1.07 0.07 -1.73
H 1.41 1.40 0.81
H 2.25 0.22 0.16
*
```

Entry from OMol25: 2 unconnected molecules or ions with the total composition C32H41B2IN4O6 at a distorted geometry (the ωB97M-V functional and the def2-TZVPD basis).

Values from the calculation:
Relative energy (zero: lowest compared OMol25 entry of this formula, charge and spin) in kcal per mole: 0.00
HOMO in eV: -11.654
LUMO level in eV: -7.64

Geometry as ORCA input:
```
! RIJCOSX wB97M-V def2-TZVPD def2/J DEFGRID3
* xyz 2 1
C -5.76 -0.36 1.25
N -4.38 -0.40 0.73
C -3.92 -1.77 0.46
C -2.46 -1.97 0.80
C -1.45 -1.05 0.51
N -1.75 0.19 -0.16
C -2.06 0.06 -1.40
C -3.20 0.85 -1.95
C -1.27 -0.81 -2.37
C -0.10 -1.28 0.84
B 0.95 -0.18 0.43
C 0.96 1.29 1.01
O 1.88 -0.55 -0.54
C 0.25 -2.45 1.51
C -0.75 -3.37 1.82
C -2.07 -3.16 1.46
O -2.99 -4.12 1.76
C -3.79 -3.83 2.92
C -5.02 -4.70 2.83
C -4.63 -6.19 2.79
O -5.90 -4.38 3.89
C -0.32 -4.60 2.56
O -0.79 -5.69 2.39
C 0.79 -4.38 3.54
B 0.80 -5.17 4.92
C 1.49 -6.55 5.17
O 0.14 -4.56 5.97
C 1.74 -3.49 3.24
I 3.36 -3.07 4.50
C 1.66 -2.75 1.95
O 2.64 -2.46 1.32
H -6.23 0.56 0.91
H -6.36 -1.18 0.87
H -5.79 -0.33 2.34
H -3.78 0.02 1.43
H -4.53 -2.43 1.07
H -4.11 -2.05 -0.59
H -4.14 0.40 -1.64
H -3.20 1.87 -1.57
H -3.16 0.85 -3.04
H -0.25 -0.42 -2.39
H -1.72 -0.79 -3.36
H -1.22 -1.86 -2.07
H 1.98 1.64 1.17
H 0.39 1.30 1.94
H 0.45 1.96 0.31
H 2.77 -0.29 -0.27
H -4.04 -2.77 2.98
H -3.23 -4.14 3.81
H -5.54 -4.51 1.89
H -5.03 -6.68 1.91
H -5.04 -6.72 3.65
H -3.55 -6.32 2.82
H -5.97 -5.13 4.48
H 0.89 -7.21 5.80
H 2.44 -6.34 5.68
H 1.72 -7.02 4.21
H 0.33 -3.62 6.01
C 4.72 9.93 -2.93
N 4.37 8.48 -3.00
C 3.26 8.11 -3.67
C 2.93 6.79 -3.80
C 3.74 5.81 -3.23
C 4.87 6.22 -2.53
C 5.16 7.57 -2.43
C 3.44 4.36 -3.39
C 4.37 3.50 -3.97
C 4.09 2.16 -4.07
N 2.94 1.66 -3.61
C 2.01 2.47 -3.05
C 2.24 3.82 -2.94
C 2.66 0.21 -3.67
H 3.88 10.46 -2.48
H 4.91 10.28 -3.94
H 5.60 10.05 -2.32
H 2.67 8.90 -4.11
H 2.04 6.52 -4.35
H 5.53 5.51 -2.05
H 6.03 7.92 -1.89
H 5.31 3.87 -4.36
H 4.78 1.46 -4.52
H 1.10 2.00 -2.70
H 1.48 4.43 -2.47
H 1.73 0.06 -4.21
H 2.57 -0.15 -2.64
H 3.47 -0.31 -4.17
*
```

Entry from OMol25: C4H8O in the gas phase (the ωB97M-V functional and the def2-TZVPD basis).

Values from the calculation:
Relative energy (zero: lowest compared OMol25 entry of this formula, charge and spin) in kcal per mole: 37.92
HOMO in eV: -9.185
LUMO level in eV: 1.16
Structure (SMILES): COC1CC1

Geometry as ORCA input:
```
! RIJCOSX wB97M-V def2-TZVPD def2/J DEFGRID3
* xyz 0 1
C 1.64 0.02 0.64
O 1.23 0.23 -0.68
C -0.15 0.24 -0.91
C -1.06 -0.83 -0.41
C -1.18 0.58 0.12
H 1.47 0.91 1.26
H 2.70 -0.21 0.62
H 1.12 -0.83 1.11
H -0.34 0.62 -1.92
H -1.83 -1.22 -1.08
H -0.65 -1.59 0.26
H -2.04 1.18 -0.17
H -0.86 0.75 1.15
*
```

Entry from OMol25: a molecular structure, C9H17ClINO2PPb at a distorted geometry (the ωB97M-V functional and the def2-TZVPD basis).

Values from the calculation:
Relative energy (zero: lowest compared OMol25 entry of this formula, charge and spin) in kcal per mole: 0.00
HOMO (alpha / beta) in eV: -19.517 / -19.133
LUMO level (alpha / beta) in eV: -13.29 / -13.95

Geometry as ORCA input:
```
! RIJCOSX wB97M-V def2-TZVPD def2/J DEFGRID3
* xyz 3 1
C -3.96 2.94 -6.12
C -3.69 1.86 -5.09
H -4.80 2.64 -6.77
H -3.06 3.08 -6.73
H -4.20 3.88 -5.62
O -4.29 0.83 -4.95
I -2.05 2.37 -3.79
Pb -0.22 0.20 -0.19
P 1.66 -1.01 -1.64
C 1.79 -2.74 -1.45
C 1.07 -0.59 -3.27
H 3.13 0.88 -1.45
H 3.86 -0.61 -2.15
H 3.61 -0.47 -0.37
C 3.21 -0.21 -1.36
H 0.94 0.49 -3.40
H 1.86 -0.96 -3.93
H 2.52 -3.03 -2.22
H 0.83 -3.24 -1.63
H 0.12 -1.09 -3.50
H 2.15 -3.00 -0.45
C -0.47 -1.86 0.71
O -0.67 -2.83 1.36
Cl 0.57 2.35 -1.06
C -0.53 -0.35 5.53
C 0.55 0.36 4.68
C 0.28 0.18 3.35
N 0.07 0.13 2.24
H -1.52 0.08 5.31
H -0.31 -0.21 6.60
H -0.53 -1.43 5.31
H 0.55 1.42 4.90
H 1.52 -0.06 4.90
*
```